# 1
ORCA calculation (wB97M-V/def2-TZVPD) on a molecular structure, C55H44BrCuN3O2P2Si in a non-equilibrium geometry.

Positions of all 109 atoms, in Å:
Cu: -0.466 -0.723 0.038
C: 3.292 -1.191 -1.128
Si: 1.778 -0.116 -1.177
C: 2.363 1.674 -0.970
C: 3.703 2.020 -1.173
C: 4.089 3.350 -1.203
C: 3.142 4.359 -1.041
C: 1.817 4.033 -0.803
C: 1.440 2.694 -0.734
P: -0.185 2.093 -0.258
C: -1.320 3.422 -0.760
C: -1.468 3.630 -2.133
C: -2.331 4.599 -2.615
C: -3.080 5.364 -1.730
C: -2.951 5.156 -0.364
C: -2.072 4.195 0.119
C: -0.078 2.311 1.538
C: 1.733 3.001 2.623
C: 1.869 3.411 4.060
C: 0.744 3.970 4.500
C: -1.192 2.600 3.643
C: -1.305 1.819 2.295
C: 1.147 -0.173 -2.968
C: 2.080 0.121 -3.968
C: 1.786 -0.101 -5.303
C: 0.559 -0.656 -5.662
C: -0.377 -0.940 -4.683
C: -0.095 -0.657 -3.345
P: -1.294 -0.931 -2.032
C: -2.694 0.198 -2.279
C: -3.459 0.481 -1.146
C: -4.582 1.290 -1.241
C: -4.952 1.820 -2.469
C: -4.193 1.546 -3.599
C: -3.065 0.744 -3.506
C: -1.975 -2.550 -2.517
C: -3.285 -2.743 -2.937
C: -3.733 -4.020 -3.256
C: -2.875 -5.104 -3.159
C: -1.565 -4.915 -2.732
C: -1.116 -3.647 -2.406
H: 3.969 -0.951 -1.954
H: 3.009 -2.241 -1.210
H: 3.827 -1.056 -0.187
H: 4.447 1.246 -1.332
H: 5.127 3.605 -1.376
H: 3.443 5.398 -1.089
H: 1.082 4.814 -0.661
H: -0.897 3.025 -2.830
H: -2.426 4.751 -3.683
H: -3.762 6.117 -2.104
H: -3.531 5.749 0.332
H: -1.979 4.061 1.189
H: 2.604 3.207 1.997
H: 2.758 3.253 4.659
H: 0.591 4.334 5.509
H: -2.152 2.744 4.139
H: -2.260 1.806 1.775
H: 3.057 0.512 -3.701
H: 2.523 0.129 -6.062
H: 0.340 -0.872 -6.700
H: -1.326 -1.389 -4.953
H: -3.161 0.069 -0.185
H: -5.164 1.509 -0.355
H: -5.825 2.456 -2.545
H: -4.473 1.967 -4.557
H: -2.471 0.553 -4.391
H: -3.965 -1.903 -3.017
H: -4.757 -4.162 -3.580
H: -3.227 -6.097 -3.408
H: -0.892 -5.759 -2.636
H: -0.109 -3.518 -2.023
C: -3.185 -5.082 1.830
C: -2.514 -4.606 0.710
C: -1.961 -3.336 0.717
C: -2.064 -2.519 1.846
C: -2.743 -3.000 2.977
C: -3.293 -4.275 2.955
N: -1.492 -1.242 1.801
N: -1.386 -0.719 3.045
C: -0.849 0.543 3.046
C: -0.478 1.374 4.225
C: -0.357 3.889 3.464
C: 0.424 3.659 2.151
C: 1.117 1.607 2.266
N: 0.556 0.801 3.328
H: -3.619 -6.075 1.827
H: -2.406 -5.226 -0.173
H: -1.405 -2.993 -0.141
H: -2.828 -2.374 3.850
H: -3.816 -4.643 3.831
H: -0.406 1.090 5.266
H: -1.001 4.771 3.430
H: 0.504 4.540 1.518
H: 1.752 0.947 1.671
Br: 1.025 -5.147 2.270
C: 2.322 -3.845 2.725
C: 3.112 -4.118 3.834
C: 4.039 -3.188 4.274
C: 4.163 -1.970 3.622
C: 3.365 -1.702 2.526
C: 2.450 -2.636 2.040
C: 1.663 -2.285 0.806
O: 1.326 -3.129 -0.001
O: 1.420 -1.004 0.682
H: 2.987 -5.059 4.351
H: 4.655 -3.415 5.136
H: 4.872 -1.231 3.972
H: 3.427 -0.748 2.020

Computed properties:
Electronic energy = -7623.65495 a.u.
Kohn-Sham gap (alpha / beta) = 5.03 / 6.87 eV
2S+1 = 2
E_HOMO (alpha / beta) = -5.3 / -7.2 eV
LUMO level (alpha / beta) = -0.0105 / -0.0104 Eh
Net charge = 0

Löwdin atomic charge list, values in e, 99 entries:
1 Cu 0.1596
2 C -0.1360
3 Si 0.7327
4 C -0.2531
5 C -0.0806
6 C -0.0687
7 C -0.0619
8 C -0.0715
9 C -0.3595
10 P 1.1491
11 C -0.3361
12 C -0.1025
13 C -0.0821
14 C -0.0827
15 C -0.0691
16 C -0.0679
17 C -0.4025
18 C -0.1564
19 C -0.0252
20 C -0.0364
21 C -0.1245
22 C -0.1196
23 C -0.2463
24 C -0.0798
25 C -0.0642
26 C -0.0622
27 C -0.0808
28 C -0.3555
29 P 1.0565
30 C -0.3619
31 C -0.0955
32 C -0.0632
33 C -0.0770
34 C -0.0816
35 C -0.0871
36 C -0.3467
37 C -0.0668
38 C -0.0722
39 C -0.0830
40 C -0.0793
41 C -0.1036
42 H 0.0446
43 H 0.0508
44 H 0.0466
45 H 0.0992
46 H 0.1060
47 H 0.1076
48 H 0.1090
49 H 0.1086
50 H 0.1065
51 H 0.1032
52 H 0.1057
53 H 0.0953
54 H 0.1374
55 H 0.1057
56 H 0.1085
57 H 0.1477
58 H 0.1351
59 H 0.1024
60 H 0.1071
61 H 0.1074
62 H 0.1109
63 H 0.0910
64 H 0.1098
65 H 0.1056
66 H 0.1060
67 H 0.0958
68 H 0.1023
69 H 0.1043
70 H 0.1043
71 H 0.1120
72 H 0.1030
73 C -0.1206
74 C -0.0978
75 C -0.0707
76 C -0.2865
77 C -0.0385
78 C -0.1026
79 N -0.0466
80 N 0.0643
81 C -0.4099
82 C -0.0936
83 C -0.1911
84 C -0.1647
85 C -0.1874
86 N 0.1133
87 H 0.0908
88 H 0.0881
89 H 0.0360
90 H 0.0870
91 H 0.0952
92 H 0.1395
93 H 0.1349
94 H 0.1308
95 H 0.1059
96 Br 0.8359
97 C -0.5795
98 C -0.1288
99 C -0.0740



# 2
ORCA calculation (wB97M-V/def2-TZVPD) on a molecular structure, C55H45B2BrCrF8N5OPS3 in a non-equilibrium geometry.

Positions of all 122 atoms, in Å:
Cr: 0.762 0.528 -0.449
F: 3.245 6.193 6.055
C: 2.718 5.658 4.925
C: 2.185 6.416 3.893
F: 2.063 7.760 4.030
C: 1.859 5.772 2.703
F: 1.279 6.573 1.782
C: 1.941 4.384 2.526
P: 1.534 3.416 0.924
C: -0.045 4.271 0.585
C: -0.402 4.604 -0.723
C: -1.676 5.127 -0.992
C: -2.452 5.579 0.049
C: -2.048 5.318 1.401
C: -0.908 4.602 1.629
C: 2.807 4.256 -0.083
C: 3.967 3.505 -0.251
C: 4.976 4.004 -1.156
C: 4.775 5.226 -1.840
C: 3.634 6.005 -1.546
C: 2.663 5.530 -0.675
C: 2.521 3.661 3.588
Br: 2.598 1.806 3.423
C: 2.865 4.286 4.754
F: 3.403 3.606 5.782
H: 0.343 4.479 -1.532
H: -2.033 5.222 -2.007
H: -3.427 6.029 -0.172
H: -2.642 5.582 2.252
H: -0.654 4.355 2.693
H: 4.036 2.576 0.256
H: 5.907 3.406 -1.270
H: 5.474 5.512 -2.626
H: 3.535 6.995 -1.967
H: 1.791 6.181 -0.347
N: -0.962 0.556 -0.779
S: -2.235 -0.182 -1.216
N: -2.154 -1.734 -1.457
S: -1.387 -3.047 -0.965
N: -0.295 -3.150 0.147
S: 0.927 -2.325 0.831
N: 1.188 -0.826 0.577
C: 0.569 -2.523 2.525
C: 0.265 -3.754 3.093
C: -0.034 -3.860 4.454
C: -0.034 -2.725 5.239
C: 0.256 -1.506 4.663
C: 0.560 -1.385 3.307
C: 2.465 -3.246 0.691
C: 2.520 -4.609 0.339
C: 3.766 -5.191 0.077
C: 4.941 -4.501 0.357
C: 4.873 -3.201 0.819
C: 3.612 -2.539 0.924
C: -2.590 -4.209 -0.414
C: -2.217 -5.568 -0.334
C: -3.112 -6.563 0.023
C: -4.463 -6.223 0.246
C: -4.874 -4.879 0.158
C: -3.890 -3.884 -0.091
C: -0.873 -3.761 -2.426
C: 0.390 -4.339 -2.611
C: 0.847 -4.692 -3.870
C: 0.053 -4.526 -4.982
C: -1.237 -3.962 -4.819
C: -1.689 -3.698 -3.524
C: -2.892 0.504 -2.666
C: -3.870 -0.273 -3.311
C: -4.332 0.115 -4.572
C: -4.004 1.351 -5.066
C: -3.190 2.192 -4.333
C: -2.573 1.766 -3.137
C: -3.504 0.043 0.001
C: -4.583 0.831 -0.301
C: -5.567 1.002 0.674
C: -5.476 0.422 1.932
C: -4.285 -0.237 2.259
C: -3.373 -0.496 1.273
H: 0.129 -4.621 2.424
H: -0.286 -4.807 4.925
H: -0.269 -2.812 6.281
H: 0.230 -0.657 5.340
H: 0.627 -0.400 2.821
H: 1.538 -5.074 0.097
H: 3.767 -6.113 -0.440
H: 5.896 -5.000 0.260
H: 5.705 -2.563 1.101
H: 3.657 -1.458 1.107
H: -1.152 -5.779 -0.379
H: -2.848 -7.581 0.126
H: -5.129 -7.017 0.551
H: -5.909 -4.589 0.348
H: -4.179 -2.811 -0.109
H: 1.025 -4.546 -1.770
H: 1.816 -5.120 -3.949
H: 0.336 -4.791 -5.987
H: -1.860 -3.793 -5.669
H: -2.681 -3.265 -3.336
H: -4.078 -1.248 -2.873
H: -4.807 -0.645 -5.181
H: -4.418 1.668 -6.065
H: -2.955 3.222 -4.669
H: -1.933 2.385 -2.562
H: -4.632 1.338 -1.273
H: -6.529 1.485 0.349
H: -6.247 0.527 2.700
H: -4.167 -0.652 3.269
H: -2.465 -1.069 1.445
O: 0.465 1.865 6.049
H: 0.769 2.805 6.050
H: -0.344 1.987 6.571
B: 2.340 -0.490 -4.668
C: 1.758 -0.042 -3.286
N: 1.424 0.329 -2.205
H: 2.450 0.485 -5.338
H: 1.538 -1.275 -5.162
H: 3.486 -0.948 -4.431
F: 3.568 0.798 0.147
B: 4.735 0.257 -0.373
F: 4.459 -0.507 -1.476
F: 5.556 1.370 -0.753
F: 5.479 -0.433 0.646

Computed properties:
Electronic energy = -8474.66957 a.u.
Kohn-Sham gap (alpha / beta) = 4.78 / 7.00 eV
2S+1 = 5
E_HOMO (alpha / beta) = -5.9 / -8.1 eV
LUMO level (alpha / beta) = -0.0403 / -0.0397 Eh
Net charge = 0

Löwdin atomic charge list, values in e, 99 entries:
1 Cr 0.5107
2 F 0.1072
3 C -0.1140
4 C -0.1142
5 F 0.1068
6 C -0.1926
7 F 0.0810
8 C -0.2786
9 P 1.0898
10 C -0.3959
11 C -0.0998
12 C -0.1016
13 C -0.0796
14 C -0.0743
15 C -0.1240
16 C -0.3688
17 C -0.0614
18 C -0.0243
19 C -0.0727
20 C -0.0939
21 C -0.1124
22 C -0.6045
23 Br 0.8991
24 C -0.2743
25 F 0.0748
26 H 0.1175
27 H 0.0967
28 H 0.1007
29 H 0.0934
30 H 0.1260
31 H 0.0567
32 H 0.1101
33 H 0.0973
34 H 0.0927
35 H 0.1136
36 N -0.3901
37 S 0.8131
38 N -0.3483
39 S 0.9517
40 N -0.3405
41 S 0.8670
42 N -0.3860
43 C -0.3375
44 C -0.0621
45 C -0.0701
46 C -0.0793
47 C -0.0525
48 C -0.0596
49 C -0.2893
50 C -0.0829
51 C -0.0717
52 C -0.0564
53 C -0.0127
54 C -0.0320
55 C -0.3048
56 C -0.0528
57 C -0.0495
58 C -0.0510
59 C -0.0390
60 C -0.0484
61 C -0.3458
62 C -0.0219
63 C -0.0404
64 C -0.0293
65 C -0.0198
66 C -0.0647
67 C -0.3462
68 C -0.0689
69 C -0.0705
70 C -0.0805
71 C -0.0462
72 C -0.0210
73 C -0.3110
74 C -0.0593
75 C -0.0664
76 C -0.0679
77 C -0.0664
78 C -0.0824
79 H 0.1130
80 H 0.1078
81 H 0.1040
82 H 0.0964
83 H 0.0799
84 H 0.0909
85 H 0.0912
86 H 0.1094
87 H 0.1130
88 H 0.1056
89 H 0.1116
90 H 0.0990
91 H 0.1057
92 H 0.1106
93 H 0.1104
94 H 0.0777
95 H 0.1119
96 H 0.1136
97 H 0.1030
98 H 0.1088
99 H 0.1014